# 1
14
Properties=species:S:1:pos:R:3:forces:R:3:mulliken_charge:R:1 method="wB97M-V/def2-TZVPD" gap_ev=9.9 e_lumo_ev=0.29 de_lowest_kcal_mol=11.3 total_energy_ev=-20323.7361
C -0.175 2.027 -0.245 1.063 -0.883 0.105 -1.407
C -0.709 0.653 0.091 1.102 1.509 0.519 1.036
F -1.985 0.595 -0.476 -0.134 -0.109 0.558 -0.366
C -0.634 0.189 1.582 -2.775 0.901 -0.783 -0.786
S 0.662 -1.002 1.351 0.302 0.169 -1.432 -0.103
C 0.058 -0.543 -0.405 2.055 -0.729 0.036 -0.204
C 1.073 -0.589 -1.521 -1.080 -0.396 0.741 0.073
N 1.782 -0.883 -2.382 -0.221 0.506 0.468 -0.413
H 0.904 2.038 -0.064 -0.014 0.022 0.285 0.371
H -0.626 2.821 0.348 -0.255 -0.042 -0.381 0.364
H -0.249 2.096 -1.323 -0.400 0.670 -0.193 0.380
H -0.524 0.957 2.357 0.070 -0.268 -0.301 0.378
H -1.655 -0.256 1.599 0.661 -0.169 1.049 0.303
H -0.738 -1.213 -0.600 -0.374 -1.181 -0.670 0.375

# 2
16
Properties=species:S:1:pos:R:3:forces:R:3:mulliken_charge:R:1 method="wB97M-V/def2-TZVPD" gap_ev=7.7 e_lumo_ev=-0.57 de_lowest_kcal_mol=55.4 total_energy_ev=-19897.1252
H -1.206 -3.686 0.287 -0.027 0.096 -0.130 0.228
N -1.002 -2.908 0.900 -0.007 -0.239 0.422 -0.778
C -0.632 -1.843 0.320 -0.221 -0.710 -0.036 0.563
N -0.316 -0.746 1.069 0.009 -0.201 0.163 0.236
O -0.602 -0.755 2.428 0.186 0.564 -0.473 -0.489
C 0.042 0.388 0.369 0.025 0.735 0.980 0.480
C 0.262 1.592 0.904 -0.099 -0.339 -0.102 -1.251
C 0.131 0.000 -1.026 -1.382 -3.796 -0.640 0.935
C 0.584 0.548 -2.131 -0.031 0.072 0.204 -1.050
N -0.532 -1.507 -1.015 1.486 3.630 -0.430 -0.504
I -0.048 -2.844 -2.449 -0.026 0.159 0.367 0.196
H -0.907 -1.669 2.580 0.019 -0.184 -0.274 0.380
H 0.134 1.745 1.960 0.024 0.006 0.201 0.353
H 0.561 2.424 0.297 0.014 0.135 -0.203 0.256
H 0.555 0.033 -3.075 -0.058 -0.150 -0.136 0.207
H 1.003 1.537 -2.120 0.088 0.223 0.087 0.240

# 3
18
Properties=species:S:1:pos:R:3:forces:R:3:mulliken_charge:R:1 method="wB97M-V/def2-TZVPD" gap_ev=5.7 e_lumo_ev=2.55 de_lowest_kcal_mol=4.7 charge=-1 total_energy_ev=-52927.3112
Li -0.984 -0.240 -0.060 -0.151 -0.045 -0.041 0.858
O 0.612 5.799 -1.883 0.007 0.033 0.008 -0.628
C 0.324 4.661 -1.580 -0.022 -0.067 -0.020 0.551
S -1.307 3.999 -1.622 0.026 0.022 -0.001 -0.219
C -0.941 2.357 -1.078 -0.001 0.101 -0.017 0.130
C 0.358 2.105 -0.812 0.059 0.092 -0.001 0.044
S 1.121 0.616 -0.278 0.038 -0.058 0.006 -0.761
S 1.482 3.448 -1.047 -0.023 0.017 -0.006 -0.224
S -2.347 1.316 -0.962 0.040 -0.043 0.006 -0.764
C 0.704 -3.119 0.428 -0.017 0.041 0.024 -0.923
C -0.299 -2.761 1.509 0.022 -0.070 -0.030 -0.254
O -0.634 -1.377 1.496 0.050 -0.102 0.144 -0.511
H 0.922 -4.188 0.449 -0.003 -0.017 -0.001 0.354
H 1.638 -2.573 0.572 0.009 0.000 -0.011 0.270
H 0.320 -2.857 -0.558 0.012 -0.017 -0.007 0.259
H 0.083 -3.039 2.497 -0.010 0.019 -0.014 0.255
H -1.238 -3.295 1.357 0.007 0.005 0.010 0.289
H 0.185 -0.852 1.571 -0.044 0.089 -0.048 0.276

# 4
16
Properties=species:S:1:pos:R:3:forces:R:3:mulliken_charge:R:1 method="wB97M-V/def2-TZVPD" gap_ev=4.3 e_lumo_ev=2.41 de_lowest_kcal_mol=60.4 charge=-1 total_energy_ev=-13674.2666
C -1.141 -1.139 -2.757 0.631 -0.199 0.082 -0.738
H -1.135 -0.405 -3.577 -0.470 0.010 0.289 0.165
H -1.706 -2.064 -2.943 -0.087 0.131 -0.133 0.272
C -0.336 -0.951 -1.693 0.590 -0.856 -0.916 -0.591
H -0.207 -1.848 -1.063 -0.639 -0.021 0.306 0.151
H -1.095 1.505 -0.627 0.232 -0.966 -0.577 0.278
C -0.052 1.124 -0.681 4.184 1.211 0.529 -0.205
C 0.632 0.796 0.538 -0.392 0.818 -1.129 -0.142
O -0.250 0.469 1.624 -0.500 -0.558 0.658 -0.274
C 0.255 0.309 2.817 0.370 0.761 -0.773 0.705
O 0.908 1.102 3.463 -0.053 -0.163 0.090 -0.609
O -0.025 -0.929 3.241 -0.753 -0.752 0.752 -0.432
O 0.807 1.548 -1.620 -1.275 0.245 0.634 -0.857
H 1.472 1.415 0.868 -0.354 -0.131 -0.367 0.235
H 0.048 -0.948 4.203 0.330 0.079 -0.032 0.324
Li 1.824 0.015 -1.793 -1.815 0.391 0.586 0.717

# 5
12
Properties=species:S:1:pos:R:3:forces:R:3:mulliken_charge:R:1 method="wB97M-V/def2-TZVPD" gap_ev=9.8 e_lumo_ev=-5.09 de_lowest_kcal_mol=145.2 charge=+1 total_energy_ev=-6758.8804
C 1.361 0.719 0.385 -0.036 -0.075 0.376 -0.387
C 1.395 -0.647 0.355 0.104 1.879 0.356 -0.495
C -1.815 -0.092 0.568 -1.210 1.147 0.961 -0.165
C 0.324 0.747 -0.708 -0.143 3.598 -4.777 -0.019
C 0.332 -0.714 -0.687 -0.823 -2.679 -2.602 -0.195
N -0.824 0.133 -0.139 0.983 -1.911 -0.983 0.147
H 1.544 1.574 1.054 0.582 -0.867 -0.275 0.358
H 1.873 -1.381 0.959 0.187 -0.454 0.344 0.437
H -2.273 -1.066 0.552 0.098 -0.335 0.401 0.289
H -2.178 0.735 1.169 -0.686 -0.031 -0.174 0.274
H 0.152 1.517 -1.990 0.512 -2.348 4.558 0.383
H 0.109 -1.524 -1.518 0.431 2.078 1.815 0.372

# 6
12
Properties=species:S:1:pos:R:3:forces:R:3:mulliken_charge:R:1 method="wB97M-V/def2-TZVPD" gap_ev=7.9 e_lumo_ev=-7.56 de_lowest_kcal_mol=87.0 charge=+1 total_energy_ev=-6761.4043
C -0.431 0.565 0.301 1.951 0.872 0.492 0.590
C -1.133 1.526 0.951 -1.477 -0.483 -0.034 -0.469
C 0.560 -1.202 -0.716 0.343 -0.722 0.723 -0.207
C -0.765 -0.673 -0.381 0.119 1.569 3.028 -0.325
C 1.546 -0.171 -0.200 -1.551 2.590 -0.580 -0.243
N 1.030 0.875 0.415 -0.933 -4.080 -2.006 -0.438
H -0.755 2.299 1.602 0.794 -0.075 -0.221 0.322
H -2.184 1.548 0.884 -1.340 -0.099 -0.144 0.278
H 0.949 -2.122 -0.118 -1.321 0.598 -1.518 0.339
H 0.421 -1.309 -1.822 1.030 -0.586 0.379 0.334
H -1.792 -1.153 -0.368 1.448 0.657 -0.527 0.379
H 2.552 -0.184 -0.547 0.937 -0.241 0.407 0.439

# 7
12
Properties=species:S:1:pos:R:3:forces:R:3:mulliken_charge:R:1 method="wB97M-V/def2-TZVPD" gap_ev="7.5 / 7.4" e_lumo_ev="-7.63 / -8.13" de_lowest_kcal_mol=204.7 charge=+1 total_energy_ev=-6756.2999
C 0.033 3.008 0.386 0.016 -2.743 0.290 0.327
C 0.183 4.141 -0.074 0.510 3.285 -1.097 -0.288
C 0.378 0.734 -1.566 0.730 1.869 -1.997 -0.653
C -0.101 0.728 -0.311 -0.887 -3.464 1.985 0.514
C -0.517 -1.078 0.256 1.483 3.421 -1.330 -0.846
N -0.421 1.784 0.447 -1.420 0.025 1.074 -0.123
H 0.199 1.566 -2.307 0.126 -0.494 1.194 0.298
H 1.013 -0.020 -2.009 -0.381 -0.636 0.321 0.339
H -0.809 -1.248 -0.790 0.096 -1.255 1.014 0.357
H -1.259 -1.174 1.037 -0.494 0.531 -0.218 0.382
H 0.448 -1.415 0.670 -0.322 -0.036 -0.852 0.337
H -1.137 1.674 1.188 0.542 -0.503 -0.385 0.355

# 8
12
Properties=species:S:1:pos:R:3:forces:R:3:mulliken_charge:R:1 method="wB97M-V/def2-TZVPD" gap_ev="8.0 / 7.9" e_lumo_ev="-6.73 / -6.45" de_lowest_kcal_mol=156.0 charge=+1 total_energy_ev=-6758.4115
C 1.194 -0.159 -0.009 1.948 -0.862 -3.684 -0.895
N -0.224 -0.393 0.108 -0.276 0.784 -0.170 0.179
C -1.005 0.738 0.081 -3.049 -1.984 1.530 -0.066
C -2.395 0.629 0.209 0.684 -0.054 0.953 -0.334
C -2.571 -0.594 -0.246 2.663 -4.327 -0.163 -0.128
C -0.942 -1.474 0.090 -3.077 0.913 -1.085 -0.103
H 1.585 -0.449 -1.117 -1.158 1.128 2.400 0.321
H 1.599 0.805 0.319 -0.899 -0.019 -0.219 0.378
H 1.664 -0.881 0.556 1.109 -1.594 1.514 0.413
H -0.652 1.575 -0.301 2.289 3.758 -1.582 0.486
H -3.193 1.326 0.265 -0.049 1.038 0.027 0.374
H -0.633 -2.515 -0.186 -0.184 1.220 0.479 0.372

Repeat the seventh record exactly.
12
Properties=species:S:1:pos:R:3:forces:R:3:mulliken_charge:R:1 method="wB97M-V/def2-TZVPD" gap_ev="7.5 / 7.4" e_lumo_ev="-7.63 / -8.13" de_lowest_kcal_mol=204.7 charge=+1 total_energy_ev=-6756.2999
C 0.033 3.008 0.386 0.016 -2.743 0.290 0.327
C 0.183 4.141 -0.074 0.510 3.285 -1.097 -0.288
C 0.378 0.734 -1.566 0.730 1.869 -1.997 -0.653
C -0.101 0.728 -0.311 -0.887 -3.464 1.985 0.514
C -0.517 -1.078 0.256 1.483 3.421 -1.330 -0.846
N -0.421 1.784 0.447 -1.420 0.025 1.074 -0.123
H 0.199 1.566 -2.307 0.126 -0.494 1.194 0.298
H 1.013 -0.020 -2.009 -0.381 -0.636 0.321 0.339
H -0.809 -1.248 -0.790 0.096 -1.255 1.014 0.357
H -1.259 -1.174 1.037 -0.494 0.531 -0.218 0.382
H 0.448 -1.415 0.670 -0.322 -0.036 -0.852 0.337
H -1.137 1.674 1.188 0.542 -0.503 -0.385 0.355